15
Properties=species:S:1:pos:R:3 method="wB97M-V/def2-TZVPD" homo_ev=-9.72 smiles=C[C@@H]1CN[C@@H](Cl)O1 homo_lumo_gap_ev=10.561
C -0.40079 0.76773 -0.67328
C 0.72990 0.43997 0.33517
C 0.83248 -0.90487 -1.75449
C 0.11752 -0.21091 1.62518
N -0.44663 -0.48623 -1.53854
O 1.64203 -0.39775 -0.36768
Cl 1.81674 -0.13843 -3.10535
H -1.41946 1.02078 -0.22859
H -0.28699 1.70778 -1.15058
H 1.34439 1.24497 0.90000
H 1.05752 -1.97921 -1.96314
H 0.84119 -0.52429 2.47395
H -0.47282 -1.14257 1.29466
H -0.56688 0.55576 2.01474
H -0.97829 -0.16633 -2.33361

16
Properties=species:S:1:pos:R:3 method="wB97M-V/def2-TZVPD" homo_ev="-8.72 / -7.89" homo_lumo_gap_ev="8.141 / 6.336"
C 2.06579 0.43253 0.10184
C -1.92939 1.18337 0.23029
C 1.01422 -0.48411 0.56998
C -1.65306 0.09640 -0.68414
N 0.73391 -1.58773 -0.19649
O -0.09443 -2.44042 0.22552
O 1.26709 -1.81428 -1.25657
Cl -2.03975 -1.48796 -0.49678
H 1.87005 1.39440 0.34395
H 1.93771 0.53097 -1.02542
H 3.11113 0.25776 0.51886
H -2.54269 0.84467 1.13392
H -2.56375 1.97232 -0.24831
H -0.93076 1.43731 0.73963
H 0.80077 -0.64996 1.59741
H -1.04686 0.31474 -1.55369